A cluster of 2 separate species, C5H11NO in total at a distorted geometry. Source: the OMol25 dataset; level of theory: wB97M-V/def2-TZVPD.

The energy relative to the best compared isomer or geometry (same formula, charge and spin) is 312.6 kJ/mol. The charge is 0. The SMILES is C=CCNC=C.O. The frontier orbital gap comes out at 8.8 eV. The HOMO energy comes out at -7.85 eV. For the max |F|, the calculation gives 3.226 eV Å⁻¹.

Geometry (Å):
C1 -0.8486 -1.9153 1.2401
C2 0.3375 -2.4274 0.8447
C3 1.5404 -1.4930 0.8322
N1 1.3443 -0.3345 0.0048
C4 2.3838 0.1049 -0.7908
C5 2.2630 0.7480 -1.9670
H1 -1.5841 -2.6310 1.5860
H2 -1.1694 -0.8872 1.1867
H3 0.3310 -3.5016 0.9882
H4 2.4070 -2.0738 0.5030
H5 1.7838 -1.1870 1.8554
H6 0.4875 0.1512 -0.2028
H7 3.3544 -0.1474 -0.3642
H8 1.3560 1.3243 -2.1361
H9 3.1018 1.0101 -2.5929
O1 -5.9147 4.4073 -0.6531
H10 -5.4129 5.1401 -0.2985
H11 -5.7608 3.7123 -0.0359

Cartesian forces (eV/Å) of the 6 atoms listed first:
0.39 -1.19 -0.84
-1.67 1.62 2.23
-0.16 -0.87 -0.30
0.91 1.21 -0.71
0.31 -0.40 -0.49
-0.05 0.81 0.98

These are the Löwdin partial charges, in e, on atoms 1 to 4:
1. C -0.01
2. C -0.13
3. C -0.23
4. N -0.06


An isolated molecule of C5H11NO. Source: the OMol25 dataset; level of theory: wB97M-V/def2-TZVPD.

The energy relative to the best compared isomer or geometry (same formula, charge and spin) is 219.1 kJ/mol. The charge is 0. The SMILES is C/C=C(/NC)OC. The frontier orbital gap comes out at 8.3 eV. The HOMO energy comes out at -7.30 eV. For the max |F|, the calculation gives 0.347 eV Å⁻¹.

Geometry (Å):
C1 -2.0485 1.0741 -0.1177
C2 -0.8635 0.5564 -0.8877
C3 0.2265 0.0686 -0.2631
N1 1.5085 0.2834 -0.7510
C4 2.7458 0.0265 -0.0437
O1 0.1373 -0.6373 0.9013
C5 -0.9672 -1.5562 0.9140
H1 -3.0047 0.5541 -0.2711
H2 -1.8321 1.0768 0.9584
H3 -2.1906 2.1245 -0.4025
H4 -0.7493 0.8487 -1.9258
H5 1.5304 1.1362 -1.2901
H6 3.0034 0.8070 0.6901
H7 3.5587 -0.0233 -0.7757
H8 2.6937 -0.9283 0.4776
H9 -0.9673 -2.0185 1.9009
H10 -0.8430 -2.3144 0.1316
H11 -1.9381 -1.0781 0.7542

Cartesian forces (eV/Å) of the 6 atoms listed first:
-0.15 0.03 0.03
0.13 0.17 -0.03
-0.13 0.15 -0.19
-0.17 -0.03 -0.10
0.10 -0.17 0.11
0.05 0.15 -0.14

These are the Löwdin partial charges, in e, on atoms 1 to 4:
1. C -0.13
2. C -0.14
3. C -0.40
4. N -0.01


An isolated molecule of C5H11NO. Source: the OMol25 dataset; level of theory: wB97M-V/def2-TZVPD.

The energy relative to the best compared isomer or geometry (same formula, charge and spin) is 527.7 kJ/mol. The charge is 0. The frontier orbital gap (alpha / beta) comes out at 6.7 / 7.1 eV. The HOMO energy (alpha / beta) comes out at -8.88 / -8.86 eV. For the max |F|, the calculation gives 0.643 eV Å⁻¹.

Geometry (Å):
C1 0.8827 1.0434 -0.8505
C2 0.8688 0.3432 0.5181
C3 0.2547 1.2399 1.6117
N1 0.1740 -0.8876 0.7477
C4 -1.5326 -1.0148 -0.8203
C5 -0.2040 -1.7446 -0.2845
O1 0.7709 -1.9650 -1.1193
H1 -0.0980 1.4727 -1.0865
H2 1.5836 1.8840 -0.7885
H3 1.1882 0.3826 -1.6666
H4 1.9143 0.1320 0.8003
H5 0.2468 0.6929 2.5567
H6 0.7955 2.1821 1.7285
H7 -0.7843 1.4651 1.3424
H8 -2.0543 -0.4658 -0.0330
H9 -1.1940 -0.3269 -1.5945
H10 -2.1986 -1.7633 -1.2525
H11 -0.6134 -2.6700 0.1908

Cartesian forces (eV/Å) of the 6 atoms listed first:
-0.07 -0.10 -0.05
0.12 0.15 0.36
0.01 0.17 0.06
-0.04 0.25 -0.30
-0.32 0.22 -0.31
0.21 -0.59 0.15

These are the Löwdin partial charges, in e, on atoms 1 to 4:
1. C -0.06
2. C -0.43
3. C -0.06
4. N 0.20


An isolated molecule of C5H11NO. Source: the OMol25 dataset; level of theory: wB97M-V/def2-TZVPD.

The energy relative to the best compared isomer or geometry (same formula, charge and spin) is 136.2 kJ/mol. The charge is 0. The SMILES is C[C@H]1OCCN1C. The frontier orbital gap comes out at 10.0 eV. The HOMO energy comes out at -8.84 eV. For the max |F|, the calculation gives 0.799 eV Å⁻¹.

Geometry (Å):
C1 1.9606 0.0203 -0.8845
C2 0.4882 0.2796 -0.6334
O1 -0.3019 -0.2649 -1.6699
C3 -1.6205 -0.3659 -1.1786
C4 -1.5020 -0.2609 0.3697
N1 -0.0522 -0.3673 0.5569
C5 0.4005 0.1835 1.8140
H1 2.2614 0.4579 -1.8436
H2 2.1557 -1.0530 -0.9001
H3 2.5598 0.4911 -0.0991
H4 0.3222 1.3741 -0.5688
H5 -2.0709 -1.3332 -1.3589
H6 -2.2397 0.3502 -1.7360
H7 -1.9985 -1.1199 0.8405
H8 -1.9275 0.6538 0.8165
H9 -0.0951 -0.3432 2.6356
H10 1.4786 0.0336 1.9232
H11 0.1813 1.2642 1.9165

Cartesian forces (eV/Å) of the 6 atoms listed first:
-0.14 0.02 -0.03
0.09 -0.15 0.11
0.48 -0.07 -0.16
-0.54 0.11 0.44
-0.03 -0.14 -0.21
-0.13 0.19 -0.06

These are the Löwdin partial charges, in e, on atoms 1 to 4:
1. C -0.02
2. C -0.43
3. O -0.08
4. C -0.17


The ion C5H11NO with charge +1 at a distorted geometry. Source: the OMol25 dataset; level of theory: wB97M-V/def2-TZVPD.

Its spin multiplicity is 2. The energy relative to the best compared isomer or geometry (same formula, charge and spin) is 102.3 kJ/mol. The charge is +1. The frontier orbital gap (alpha / beta) comes out at 12.5 / 7.7 eV. The HOMO energy (alpha / beta) comes out at -16.02 / -15.76 eV. For the max |F|, the calculation gives 2.238 eV Å⁻¹.

Geometry (Å):
C1 2.4435 0.3455 -0.2928
C2 1.1367 0.6213 -0.9457
N1 -0.0852 0.0508 -0.4264
C3 -0.1837 -0.2878 0.9588
C4 -1.6280 -0.5282 1.4430
C5 -1.2183 -0.0284 -1.3330
O1 1.0165 1.4370 -1.8234
H1 2.9587 1.2730 -0.0631
H2 2.4221 -0.3052 0.5722
H3 3.0334 -0.2060 -1.0352
H4 0.3086 -1.2521 1.1629
H5 0.2740 0.4658 1.6007
H6 -2.2203 0.3480 1.1843
H7 -2.1122 -1.4340 1.0862
H8 -1.6510 -0.5781 2.5306
H9 -1.9974 0.6072 -0.8981
H10 -1.5332 -1.0551 -1.4884
H11 -0.9643 0.5262 -2.2326

Cartesian forces (eV/Å) of the 6 atoms listed first:
0.27 -0.96 -0.10
0.65 1.65 -0.02
-0.05 -0.40 -0.54
-1.55 -1.21 1.08
0.03 0.78 0.08
0.20 1.49 0.20

These are the Löwdin partial charges, in e, on atoms 1 to 4:
1. C 0.04
2. C -0.39
3. N 0.05
4. C -0.16


A cluster of 2 separate species, C5H11NO in total at a distorted geometry. Source: the OMol25 dataset; level of theory: wB97M-V/def2-TZVPD.

Its spin multiplicity is 2. The energy relative to the best compared isomer or geometry (same formula, charge and spin) is 342.6 kJ/mol. The charge is +1. The frontier orbital gap (alpha / beta) comes out at 6.6 / 5.4 eV. The HOMO energy (alpha / beta) comes out at -12.77 / -12.75 eV. For the max |F|, the calculation gives 1.795 eV Å⁻¹.

Geometry (Å):
C1 -0.9066 -0.8337 1.1749
C2 -1.5320 -0.1157 2.1192
N1 -2.7177 0.5928 2.0122
C3 -1.1162 -0.5832 -0.2968
C4 0.0558 -0.2741 -1.0657
C5 1.2154 0.2104 -0.4887
H1 -0.2662 -1.6396 1.5020
H2 -1.2293 -0.2450 3.1544
H3 -2.6892 1.4817 2.5038
H4 -2.9787 0.8457 1.0587
H5 -1.5834 0.4270 -0.4043
H6 -1.8412 -1.2261 -0.8029
H7 -0.0671 -0.2654 -2.1577
H8 1.5881 1.2312 -0.6167
H9 1.8713 -0.3413 0.1784
H10 4.7124 0.2941 -3.0546
H11 3.6646 -0.0894 -2.0502
O1 3.8200 0.5305 -2.7662

Cartesian forces (eV/Å) of the 6 atoms listed first:
0.07 0.55 -0.10
-0.60 -0.81 0.58
0.76 1.32 -0.96
-0.71 -0.92 0.85
-0.15 0.35 -0.68
0.93 0.40 0.43

These are the Löwdin partial charges, in e, on atoms 1 to 4:
1. C -0.12
2. C -0.19
3. N 0.08
4. C -0.18


A cluster of 2 separate species, C5H11NO2 in total at a distorted geometry. Source: the OMol25 dataset; level of theory: wB97M-V/def2-TZVPD.

Its spin multiplicity is 2. The energy relative to the best compared isomer or geometry (same formula, charge and spin) is 47.1 kJ/mol. The charge is -1. The frontier orbital gap (alpha / beta) comes out at 7.8 / 7.0 eV. The HOMO energy (alpha / beta) comes out at -4.12 / -4.12 eV. For the max |F|, the calculation gives 2.410 eV Å⁻¹.

Geometry (Å):
C1 1.9026 0.2434 -0.9991
C2 0.7498 0.0831 -0.0229
C3 0.9279 0.8559 1.3332
C4 0.3547 -1.4205 0.1835
N1 2.9296 -0.4861 -0.3169
C5 -2.6925 0.3716 -0.0699
O1 -2.1101 0.4464 1.0304
O2 -2.2590 -0.0388 -1.1790
H1 1.7186 -0.1417 -2.0059
H2 2.1826 1.3332 -1.0192
H3 -0.1910 0.4553 -0.4100
H4 1.5234 1.7834 1.1684
H5 1.4141 0.1184 1.9704
H6 -0.0768 1.0294 1.7082
H7 -0.6735 -1.6387 0.5304
H8 1.0581 -2.0738 0.7367
H9 0.0898 -1.9179 -0.7444
H10 3.7755 -0.4749 -0.9026
H11 -3.7840 0.6485 -0.0064

Cartesian forces (eV/Å) of the 6 atoms listed first:
-0.24 0.20 1.98
-2.36 -0.32 0.35
0.44 -1.12 -1.34
-0.48 -0.58 0.00
1.72 -0.03 -0.66
-0.16 -0.67 -0.20

These are the Löwdin partial charges, in e, on atoms 1 to 4:
1. C -0.30
2. C -0.43
3. C -0.08
4. C -0.11


The ion C5H11NO2 with charge -1 at a distorted geometry. Source: the OMol25 dataset; level of theory: wB97M-V/def2-TZVPD.

Its spin multiplicity is 2. The energy relative to the best compared isomer or geometry (same formula, charge and spin) is 163.4 kJ/mol. The charge is -1. The frontier orbital gap (alpha / beta) comes out at 3.3 / 7.2 eV. The HOMO energy (alpha / beta) comes out at 0.74 / -3.23 eV. For the max |F|, the calculation gives 2.270 eV Å⁻¹.

Geometry (Å):
C1 0.5988 -1.4143 0.5833
N1 0.4198 -0.0140 0.1701
C2 -0.9719 0.4547 0.1926
C3 -0.8807 2.0244 0.1359
O1 -0.9982 2.4834 -1.2085
C4 -1.7781 -0.0425 -1.0183
O2 -1.1243 -0.5991 -1.9394
C5 2.1086 -1.6662 0.7243
H1 0.2394 -1.4695 1.6144
H2 0.0769 -2.1382 -0.0454
H3 0.7480 -0.0208 -0.7880
H4 -1.3371 0.0396 1.1464
H5 0.1396 2.2828 0.4707
H6 -1.6490 2.6493 0.6098
H7 -0.1720 2.6703 -1.6482
H8 -2.8702 -0.0046 -1.1107
H9 2.6333 -1.0694 1.4594
H10 2.2797 -2.7359 0.9057
H11 2.5374 -1.4299 -0.2543

Cartesian forces (eV/Å) of the 6 atoms listed first:
0.58 1.26 1.40
0.31 -0.72 0.05
-0.39 0.41 -0.37
0.70 0.12 -0.41
-0.61 0.48 -0.73
-0.23 -0.35 1.38

These are the Löwdin partial charges, in e, on atoms 1 to 4:
1. C -0.30
2. N -0.08
3. C -0.34
4. C -0.25


The ion C5H11NO2 with charge -2. Source: the OMol25 dataset; level of theory: wB97M-V/def2-TZVPD.

The energy relative to the best compared isomer or geometry (same formula, charge and spin) is 56.1 kJ/mol. The charge is -2. The SMILES is C[C@@H](CC[O-])NC[O-]. The frontier orbital gap comes out at 6.3 eV. The HOMO energy comes out at 0.61 eV. For the max |F|, the calculation gives 0.610 eV Å⁻¹.

Geometry (Å):
C1 -0.6786 -1.9287 0.0167
C2 -0.0389 -0.5196 -0.1397
C3 -0.6840 0.5300 0.8044
C4 -1.6865 1.4960 0.1313
O1 -2.9034 0.9873 -0.1320
N1 1.4119 -0.6455 -0.0872
C5 2.2246 0.4125 -0.7246
O2 3.5370 0.2763 -0.4875
H1 -1.2861 -2.1860 -0.8557
H2 0.1100 -2.6617 0.1943
H3 -1.3785 -1.9668 0.8557
H4 -0.2718 -0.1980 -1.1605
H5 0.1192 1.1032 1.2835
H6 -1.1859 -0.0104 1.6266
H7 -1.1184 1.8697 -0.7713
H8 -1.6837 2.4121 0.8008
H9 1.7590 -0.7612 0.8586
H10 1.9329 0.3688 -1.8107
H11 1.8213 1.4219 -0.4026

Cartesian forces (eV/Å) of the 6 atoms listed first:
-0.24 0.31 0.26
-0.26 -0.09 -0.09
0.27 -0.43 0.29
0.16 0.08 0.09
-0.05 0.01 -0.07
-0.07 -0.57 -0.05

These are the Löwdin partial charges, in e, on atoms 1 to 4:
1. C -0.09
2. C -0.42
3. C -0.20
4. C -0.59


A cluster of 2 separate species, C5H11NO2 in total. Source: the OMol25 dataset; level of theory: wB97M-V/def2-TZVPD.

The energy relative to the best compared isomer or geometry (same formula, charge and spin) is 175.5 kJ/mol. The charge is 0. The SMILES is [H]/N=C\C(C)=O.CCO. The frontier orbital gap comes out at 9.9 eV. The HOMO energy comes out at -9.48 eV. For the max |F|, the calculation gives 0.717 eV Å⁻¹.

Geometry (Å):
H1 -1.1574 1.2123 -1.5032
N1 -1.1908 0.1917 -1.5046
C1 -0.0822 -0.3775 -1.6498
C2 1.2721 0.2504 -1.8686
C3 1.4528 1.6317 -1.3088
O1 2.1295 -0.3506 -2.4703
H2 -0.0814 -1.4645 -1.6776
H3 1.1759 1.6236 -0.2583
H4 0.8044 2.3391 -1.8336
H5 2.4881 1.9427 -1.4218
C4 -1.4365 -1.3903 1.7300
C5 -0.6024 -0.1213 1.8323
O2 0.6219 -0.2152 1.1312
H6 -2.3798 -1.2576 2.2513
H7 -0.9096 -2.2308 2.1782
H8 -1.6393 -1.6104 0.6868
H9 -1.1332 0.7163 1.3759
H10 -0.4126 0.1211 2.8879
H11 1.0805 -1.0105 1.4230

Cartesian forces (eV/Å) of the 6 atoms listed first:
0.30 -0.05 -0.01
-0.66 0.29 0.04
0.17 -0.46 -0.22
-0.02 0.41 0.09
0.16 0.12 -0.16
-0.16 -0.10 0.14

These are the Löwdin partial charges, in e, on atoms 1 to 4:
1. H 0.06
2. N 0.13
3. C -0.20
4. C -0.43


A structure of composition C5H11NO2 at a distorted geometry. Source: the OMol25 dataset; level of theory: wB97M-V/def2-TZVPD.

The energy relative to the best compared isomer or geometry (same formula, charge and spin) is 414.1 kJ/mol. The charge is 0. The frontier orbital gap comes out at 8.8 eV. The HOMO energy comes out at -8.22 eV. For the max |F|, the calculation gives 5.033 eV Å⁻¹.

Geometry (Å):
C1 -0.3846 0.0846 0.2181
C2 -0.0437 0.3500 -1.1643
C3 -1.3905 0.9893 0.8858
C4 -0.2944 -1.3017 0.8055
C5 2.3817 0.6541 0.4219
O1 -1.6826 -0.2921 -1.4813
O2 0.8615 -0.3844 -1.8502
N1 1.2110 0.9378 0.7904
H1 0.8678 -1.2886 -1.5029
H2 -1.5646 -0.9013 -2.2256
H3 -0.1054 1.3722 -1.5168
H4 -2.3772 0.5242 0.8725
H5 -1.4568 1.9548 0.3821
H6 -1.0877 1.1630 1.9208
H7 0.0578 -1.2306 1.8374
H8 -1.2824 -1.7653 0.8100
H9 0.3921 -1.9653 0.2731
H10 2.6558 0.0049 -0.4281
H11 3.2423 1.0945 0.9516

Cartesian forces (eV/Å) of the 6 atoms listed first:
4.21 1.84 2.05
-3.82 -2.02 -1.23
0.02 -0.06 -0.19
-0.01 0.06 -0.12
-0.36 -0.26 -0.40
1.72 0.62 -0.98

These are the Löwdin partial charges, in e, on atoms 1 to 4:
1. C -0.42
2. C -0.26
3. C -0.05
4. C -0.03


A cluster of 2 separate species, C5H11NO2 in total at a distorted geometry. Source: the OMol25 dataset; level of theory: wB97M-V/def2-TZVPD.

The energy relative to the best compared isomer or geometry (same formula, charge and spin) is 274.9 kJ/mol. The charge is 0. The SMILES is C=C(C)C=O.NCO. The frontier orbital gap comes out at 8.9 eV. The HOMO energy comes out at -8.87 eV. For the max |F|, the calculation gives 3.898 eV Å⁻¹.

Geometry (Å):
C1 -0.3183 2.3337 -0.8246
C2 -0.1499 1.2900 0.0348
C3 -1.1115 1.0840 1.1742
C4 1.2478 0.9075 0.3327
O1 1.5718 0.0992 1.1804
H1 -1.2736 2.8148 -0.9583
H2 0.4934 2.7468 -1.4024
H3 -1.5415 0.0852 1.1039
H4 -0.6246 1.1663 2.1438
H5 -1.9431 1.7831 1.1579
H6 1.9606 1.1921 -0.4668
N1 1.0642 -2.3920 -0.2875
C5 -0.0904 -1.7487 -0.8203
O2 -1.1665 -1.8218 0.0447
H7 1.8097 -2.5020 -0.9626
H8 1.4129 -1.9040 0.5333
H9 -0.3435 -2.2528 -1.7637
H10 -0.0389 -0.5193 -1.0464
H11 -0.9588 -2.3620 0.8268

Cartesian forces (eV/Å) of the 6 atoms listed first:
0.24 -1.24 0.58
0.16 3.67 1.30
-0.85 -0.99 -0.41
-0.06 -1.96 -1.32
-0.05 0.97 0.11
-0.19 0.01 0.10

These are the Löwdin partial charges, in e, on atoms 1 to 4:
1. C 0.09
2. C -0.35
3. C -0.05
4. C -0.26


A cluster of 2 separate species, C5H11NO2 in total at a distorted geometry. Source: the OMol25 dataset; level of theory: wB97M-V/def2-TZVPD.

The energy relative to the best compared isomer or geometry (same formula, charge and spin) is 697.8 kJ/mol. The charge is 0. The frontier orbital gap (alpha / beta) comes out at 8.2 / 8.2 eV. The HOMO energy (alpha / beta) comes out at -8.85 / -8.85 eV. For the max |F|, the calculation gives 3.703 eV Å⁻¹.

Geometry (Å):
C1 0.5757 -0.1253 0.6159
C2 0.7047 1.5727 0.2962
C3 -1.5612 0.6497 -1.3698
C4 1.5956 -1.1418 0.1608
C5 -0.5938 -0.6113 1.4327
N1 -0.3978 -0.1399 -1.4663
O1 1.2827 0.9044 1.3393
O2 -1.4739 1.8833 -1.0871
H1 -0.6221 -1.1375 -1.4779
H2 -0.0524 2.2968 0.5578
H3 1.2722 1.7183 -0.6138
H4 -1.2380 0.4586 -2.5906
H5 -2.4043 0.0881 -0.9024
H6 2.1155 -1.5312 1.0413
H7 1.1401 -1.9838 -0.3609
H8 2.3226 -0.6792 -0.5023
H9 -1.2642 0.2075 1.6848
H10 -1.1757 -1.3556 0.8905
H11 -0.2256 -1.0739 2.3518

Cartesian forces (eV/Å) of the 6 atoms listed first:
0.43 2.63 0.87
-0.50 -2.69 -0.03
0.18 1.26 3.48
-0.33 0.14 -0.30
0.00 0.01 -0.29
-0.33 1.44 -2.74

These are the Löwdin partial charges, in e, on atoms 1 to 4:
1. C -0.47
2. C -0.04
3. C -0.54
4. C -0.04